{"formula": "C2H2BrI", "method": "ωB97M-V with the def2-TZVPD basis set", "charge": 0, "fmax_ev_per_a": 2.74, "homo_lumo_gap_ev": 10.39, "lumo_ev": 0.4, "de_lowest_kcal_mol": 32.51, "smiles": "C#CBr.I", "energy_ha": -2949.01439, "species": ["C", "C", "Br", "I", "H", "H"], "xyz": [[-0.3473, -0.1419, -1.7636], [0.5570, 0.3179, -1.1359], [1.9042, 0.8531, 0.0472], [-1.0993, -0.3729, 3.1899], [-1.1168, -0.4902, -2.5132], [0.1022, -0.1661, 2.1755]], "forces_ev_per_angstrom": [[-1.673, -0.637, -2.072], [1.524, 0.448, 1.668], [-1.236, -0.422, -1.169], [-0.317, -0.057, 0.265], [1.390, 0.612, 1.586], [0.311, 0.057, -0.279]]}

---

{"formula": "C2H2BrO3S", "method": "ωB97M-V with the def2-TZVPD basis set", "charge": -1, "fmax_ev_per_a": 2.79, "homo_lumo_gap_ev": 7.19, "lumo_ev": 3.3, "de_lowest_kcal_mol": 9.30, "smiles": "O=C([O-])OSCBr", "energy_ha": -3275.38812, "species": ["C", "C", "O", "O", "O", "S", "Br", "H", "H"], "xyz": [[0.5409, 1.1787, 1.4249], [-0.3591, -1.0142, -1.0263], [0.5305, 0.8436, 2.5663], [-0.8724, 0.4872, 0.8191], [1.1515, 1.7216, 0.5555], [-1.1345, 0.5703, -0.7582], [1.2547, -0.8403, -2.1644], [-0.0384, -1.2075, -0.0762], [-1.0733, -1.7395, -1.3407]], "forces_ev_per_angstrom": [[-0.963, -0.870, -0.813], [-0.469, 1.541, -2.281], [0.436, 0.099, 1.477], [-0.370, 1.058, 0.701], [0.596, 0.672, -0.388], [-0.074, -0.343, 0.078], [-0.268, -0.586, -0.106], [1.075, -0.815, 2.230], [0.036, -0.756, -0.897]]}

---

{"formula": "C2H2CaOTl", "method": "ωB97M-V with the def2-TZVPD basis set", "charge": 0, "fmax_ev_per_a": 2.84, "s_squared": 0.7533, "homo_lumo_gap_ev": [5.46, 6.73], "lumo_ev": [-1.2, -1.4], "spin_multiplicity": 2, "energy_ha": -1002.47990, "species": ["H", "O", "C", "C", "Ca", "Tl", "H"], "xyz": [[0.8274, -0.0504, -3.5393], [0.2566, 1.3774, 0.9008], [0.4761, 0.2376, 1.6410], [1.5109, -0.5760, 1.3405], [0.4909, -0.2057, -1.4763], [-3.3393, -0.8755, -1.3504], [-0.2226, 0.0926, 2.4837]], "forces_ev_per_angstrom": [[-0.090, -0.084, 0.521], [0.895, -2.694, -0.133], [-0.377, 1.581, -0.929], [-1.011, 0.864, -0.516], [-0.017, 0.672, 1.156], [0.245, 0.048, 0.012], [0.355, -0.386, -0.111]]}

---

{"formula": "C2H2Cl2", "method": "ωB97M-V with the def2-TZVPD basis set", "charge": 0, "fmax_ev_per_a": 2.34, "homo_lumo_gap_ev": 11.00, "lumo_ev": 0.6, "de_lowest_kcal_mol": 41.48, "smiles": "C#CCl.Cl", "energy_ha": -997.69966, "species": ["C", "C", "Cl", "Cl", "H", "H"], "xyz": [[-0.9264, -1.5458, 0.3713], [0.1760, -1.0826, 0.5210], [1.4436, -0.1912, 0.9935], [0.3209, 2.9658, -1.4322], [0.8372, 1.8873, -0.7538], [-1.8513, -2.0335, 0.3003]], "forces_ev_per_angstrom": [[1.426, 0.273, 0.123], [-1.798, -0.287, 0.111], [0.923, 0.328, -0.014], [0.882, -1.835, 1.152], [-0.884, 1.810, -1.133], [-0.550, -0.290, -0.239]]}